(1)
{"formula": "C61H84IN11O3S2", "method": "the ωB97M-V functional and the def2-TZVPD basis", "elements": ["C", "O", "C", "C", "C", "C", "C", "C", "C", "C", "C", "C", "I", "C", "C", "C", "C", "S", "C", "C", "C", "C", "C", "C", "O", "C", "C", "O", "C", "N", "S", "N", "C", "H", "H", "H", "H", "H", "H", "H", "H", "H", "H", "H", "H", "H", "H", "H", "H", "H", "H", "H", "H", "H", "H", "H", "H", "H", "H", "H", "H", "H", "H", "H", "H", "H", "H", "H", "H", "H", "H", "H", "N", "C", "C", "C", "C", "H", "H", "H", "H", "H", "N", "C", "C", "C", "C", "H", "H", "H", "H", "H", "N", "C", "C", "C", "C", "H", "H", "H", "H", "H", "N", "C", "C", "C", "C", "H", "H", "H", "H", "H", "N", "C", "C", "C", "C", "H", "H", "H", "H", "H", "N", "C", "C", "C", "C", "H", "H", "H", "H", "H", "N", "C", "C", "C", "C", "H", "H", "H", "H", "H", "N", "C", "C", "C", "C", "H", "H", "H", "H", "H", "N", "C", "C", "C", "C", "H", "H", "H", "H", "H"], "positions_angstrom": [[9.104, -1.696, 1.019], [7.754, -1.228, 0.627], [7.718, -0.831, -0.797], [6.396, 0.099, -1.159], [5.397, -0.628, -2.275], [3.814, -0.570, -1.851], [2.800, -0.183, -3.120], [3.133, 1.314, -3.721], [1.803, 2.185, -4.139], [1.241, 3.146, -2.911], [1.299, 2.426, -1.434], [2.483, 2.655, -0.308], [4.063, 4.107, -0.863], [2.437, 1.826, 1.120], [3.672, 2.108, 2.208], [3.457, 3.588, 2.884], [4.292, 3.798, 4.309], [6.033, 3.103, 4.220], [1.205, 0.761, 1.478], [1.102, -0.123, 2.853], [0.902, -1.734, 2.637], [1.731, -2.382, 1.381], [0.999, -3.834, 0.989], [-0.171, -3.613, -0.185], [-1.526, -3.467, 0.421], [-2.551, -4.116, -0.425], [-2.681, -3.848, -2.067], [-3.389, -4.998, 0.156], [-0.025, 0.560, 0.372], [-1.237, -0.362, 0.614], [-2.139, -0.129, -0.864], [-1.161, 0.990, -1.838], [0.075, 1.396, -1.049], [9.972, -1.244, 0.347], [9.301, -1.350, 2.125], [9.230, -2.870, 0.981], [7.630, -1.834, -1.433], [8.687, -0.223, -1.088], [6.828, 1.123, -1.564], [5.828, 0.364, -0.154], [5.667, -1.781, -2.422], [5.575, -0.029, -3.290], [3.712, 0.211, -0.960], [3.442, -1.629, -1.479], [1.689, -0.178, -2.750], [3.035, -0.969, -3.957], [3.836, 1.844, -2.938], [3.772, 1.151, -4.714], [2.108, 2.900, -5.035], [1.002, 1.406, -4.528], [1.757, 4.219, -2.940], [0.089, 3.345, -3.138], [3.727, 1.305, 3.058], [4.681, 2.060, 1.582], [2.289, 3.775, 3.014], [3.829, 4.471, 2.179], [3.634, 3.371, 5.178], [4.396, 4.980, 4.426], [6.324, 2.632, 2.905], [0.122, 0.260, 3.418], [1.990, 0.109, 3.612], [1.327, -2.258, 3.623], [-0.246, -1.973, 2.623], [1.717, -1.755, 0.393], [2.831, -2.612, 1.709], [0.575, -4.399, 1.922], [1.839, -4.483, 0.447], [0.109, -2.635, -0.793], [-0.192, -4.490, -0.972], [-3.790, -4.126, -2.388], [-2.561, -2.698, -2.313], [-1.863, -4.443, -2.671], [-2.824, -9.003, -4.099], [-3.125, -8.548, -2.842], [-2.124, -7.689, -2.448], [-1.189, -7.618, -3.508], [-1.647, -8.437, -4.516], [-3.382, -9.654, -4.636], [-4.023, -8.876, -2.335], [-2.074, -7.168, -1.501], [-0.279, -7.032, -3.534], [-1.237, -8.665, -5.490], [5.036, 2.090, 7.632], [5.835, 2.757, 8.523], [5.596, 2.243, 9.778], [4.622, 1.226, 9.638], [4.297, 1.150, 8.302], [4.999, 2.263, 6.636], [6.503, 3.540, 8.189], [6.072, 2.565, 10.695], [4.204, 0.613, 10.426], [3.603, 0.511, 7.773], [-0.324, 4.842, 1.821], [-0.139, 6.186, 2.013], [-1.050, 6.611, 2.954], [-1.807, 5.482, 3.348], [-1.336, 4.403, 2.635], [0.204, 4.264, 1.180], [0.622, 6.724, 1.463], [-1.157, 7.625, 3.318], [-2.610, 5.459, 4.074], [-1.634, 3.363, 2.636], [-5.456, -2.097, -5.335], [-5.758, -1.643, -4.077], [-4.757, -0.783, -3.684], [-3.822, -0.712, -4.744], [-4.280, -1.531, -5.751], [-6.015, -2.748, -5.871], [-6.656, -1.970, -3.571], [-4.706, -0.262, -2.737], [-2.912, -0.126, -4.770], [-3.870, -1.760, -6.726], [4.882, 7.721, -1.007], [5.359, 8.621, -0.089], [5.555, 9.822, -0.734], [5.178, 9.641, -2.086], [4.764, 8.335, -2.226], [4.653, 6.754, -0.814], [5.519, 8.330, 0.940], [5.928, 10.730, -0.279], [5.205, 10.384, -2.873], [4.397, 7.792, -3.087], [-7.888, -4.786, -7.975], [-8.619, -5.508, -7.068], [-9.847, -4.901, -6.932], [-9.860, -3.778, -7.793], [-8.639, -3.732, -8.427], [-6.943, -4.999, -8.267], [-8.202, -6.388, -6.596], [-10.649, -5.233, -6.284], [-10.673, -3.077, -7.935], [-8.241, -3.041, -9.157], [-1.874, 10.416, 3.143], [-1.689, 11.761, 3.335], [-2.600, 12.186, 4.276], [-3.358, 11.057, 4.670], [-2.886, 9.977, 3.957], [-1.346, 9.838, 2.503], [-0.928, 12.299, 2.786], [-2.707, 13.199, 4.640], [-4.160, 11.033, 5.396], [-3.184, 8.937, 3.958], [1.322, -5.561, 6.202], [2.478, -5.719, 6.920], [3.045, -4.476, 7.093], [2.197, -3.534, 6.462], [1.139, -4.232, 5.923], [0.699, -6.308, 5.923], [2.799, -6.700, 7.245], [3.969, -4.269, 7.618], [2.342, -2.463, 6.407], [0.275, -3.897, 5.365], [-12.275, -7.448, -4.749], [-11.975, -8.629, -4.121], [-11.799, -8.365, -2.781], [-12.005, -6.978, -2.593], [-12.300, -6.437, -3.824], [-12.450, -7.340, -5.739], [-11.912, -9.553, -4.680], [-11.550, -9.094, -2.020], [-11.945, -6.432, -1.660], [-12.524, -5.421, -4.121]], "forces_ev_per_a": [[0.858, -0.108, 0.419], [1.996, 0.311, -1.308], [-0.534, -0.311, -0.708], [0.513, -0.178, 0.445], [0.017, 0.297, -0.074], [-0.538, 0.159, -0.154], [0.988, 0.581, 0.535], [0.605, -0.537, -0.495], [0.885, -0.092, 0.043], [-1.039, -0.196, 0.042], [0.988, -0.572, 2.643], [-4.806, -2.764, -0.914], [-1.325, -1.667, 0.616], [-2.396, -1.480, -0.486], [-0.561, 0.300, -0.988], [0.008, 0.684, -0.154], [-1.773, 1.276, -1.677], [-0.034, -0.231, -0.464], [0.984, 1.918, -2.328], [-0.475, 0.936, 0.409], [0.575, -0.091, 0.598], [-1.050, -1.258, 0.252], [0.488, 0.347, -1.319], [0.995, 0.300, -0.406], [-1.082, -1.943, -2.989], [-3.245, -4.188, 2.600], [-0.247, 0.835, 0.601], [5.345, 5.928, -3.528], [0.668, 0.285, 0.352], [3.578, 4.685, -4.021], [4.250, 2.143, 0.651], [2.708, -0.140, 4.070], [-2.217, -2.316, 1.440], [-1.960, -0.760, 1.273], [-0.534, -0.683, -2.179], [-0.555, 2.282, -0.048], [0.464, 2.144, 1.116], [-1.798, -1.377, 0.646], [-1.108, -2.093, 0.653], [1.087, -0.762, -2.042], [-0.290, 2.670, 0.245], [-0.509, -1.563, 2.063], [-0.084, -1.644, -1.936], [0.940, 2.155, -0.515], [2.083, -0.390, -0.795], [-0.929, 1.374, 1.587], [-1.539, -0.721, -1.637], [-1.300, 0.493, 2.151], [-0.820, -1.487, 1.892], [1.447, 1.816, 0.943], [-0.874, -2.590, 0.355], [2.417, -0.437, 0.628], [-0.301, 1.425, -1.834], [-2.181, 0.105, 1.370], [2.536, -0.456, 0.064], [-0.740, -2.142, 1.252], [1.676, 0.588, -1.483], [-0.250, -2.718, 0.029], [-1.110, 0.779, 1.525], [2.084, -0.705, -1.272], [-1.762, -0.474, -1.988], [-0.930, 1.130, -2.100], [2.269, 0.447, -0.413], [0.112, -0.882, 2.067], [-2.054, 0.611, -0.675], [0.792, 1.090, -1.858], [-1.883, 1.180, 1.304], [-0.670, -1.841, 1.266], [0.167, 1.540, 1.804], [2.635, 0.273, 0.847], [-0.038, -2.350, 0.635], [-1.782, 1.050, 1.347], [0.012, 0.053, -0.029], [0.002, 0.030, 0.123], [-0.345, -0.122, 0.164], [0.069, -0.110, -0.373], [0.094, 0.010, -0.079], [0.231, 0.267, 0.225], [0.179, 0.088, -0.048], [-0.083, -0.089, -0.119], [-0.123, -0.116, -0.022], [-0.038, 0.051, 0.185], [-0.021, -0.014, 0.079], [0.000, 0.056, 0.040], [0.229, 0.267, -0.177], [-0.243, -0.229, -0.219], [-0.055, -0.003, 0.050], [0.154, -0.149, 0.322], [-0.105, -0.133, 0.080], [-0.069, -0.047, -0.170], [0.066, 0.093, -0.153], [0.107, 0.091, 0.126], [0.021, 0.037, 0.080], [0.010, 0.053, -0.039], [0.292, 0.150, -0.244], [-0.096, -0.381, -0.006], [-0.054, -0.005, 0.029], [-0.140, 0.114, 0.161], [-0.130, -0.061, 0.089], [0.063, -0.192, 0.007], [0.141, -0.017, -0.125], [0.024, 0.177, 0.002], [0.015, 0.054, 0.035], [-0.026, -0.055, 0.088], [-0.311, -0.168, 0.141], [0.181, -0.103, -0.370], [0.084, -0.016, 0.003], [0.140, 0.263, 0.211], [0.165, 0.074, -0.066], [-0.068, -0.063, -0.158], [-0.144, -0.079, -0.004], [-0.039, 0.067, 0.181], [0.014, 0.079, -0.011], [0.080, 0.072, 0.061], [0.024, -0.169, 0.379], [-0.152, -0.251, -0.293], [0.028, 0.047, -0.105], [-0.003, 0.480, -0.014], [-0.006, 0.080, -0.172], [-0.070, -0.168, -0.061], [-0.016, -0.145, 0.128], [0.070, 0.119, 0.127], [0.049, -0.003, 0.017], [-0.058, -0.084, 0.140], [0.203, -0.329, 0.103], [0.202, 0.235, -0.288], [-0.077, 0.164, -0.026], [-0.398, 0.042, 0.074], [-0.110, 0.153, -0.048], [0.180, 0.040, -0.064], [0.160, -0.112, 0.008], [-0.106, -0.102, 0.129], [0.024, 0.008, 0.048], [-0.016, 0.101, -0.003], [0.310, 0.148, -0.227], [-0.063, -0.398, -0.033], [-0.092, -0.024, 0.042], [-0.223, 0.221, 0.230], [-0.150, -0.066, 0.109], [0.037, -0.171, -0.073], [0.142, -0.019, -0.130], [0.012, 0.190, 0.006], [-0.009, 0.029, 0.026], [0.093, 0.022, 0.013], [0.092, -0.398, 0.111], [-0.325, 0.063, -0.221], [-0.017, 0.059, -0.076], [0.235, 0.308, 0.121], [-0.025, 0.193, -0.047], [-0.164, -0.051, -0.083], [-0.043, -0.169, 0.017], [0.142, -0.032, 0.102], [-0.029, -0.004, -0.011], [0.066, -0.079, 0.046], [0.000, -0.311, -0.264], [-0.091, 0.366, -0.159], [0.036, 0.073, 0.072], [0.054, -0.053, 0.391], [-0.001, 0.148, 0.128], [-0.050, 0.115, -0.146], [-0.017, -0.081, -0.177], [0.042, -0.162, 0.091]], "e_lumo_ev": -1.937, "spin_multiplicity": 1, "homo_ev": -8.11}

---

(2)
{"formula": "C28H64N3O11S", "method": "the ωB97M-V functional and the def2-TZVPD basis", "elements": ["C", "C", "O", "O", "C", "C", "C", "C", "C", "C", "C", "C", "S", "O", "O", "O", "H", "H", "H", "H", "H", "H", "H", "H", "H", "H", "H", "H", "H", "H", "H", "H", "H", "H", "H", "C", "O", "C", "C", "N", "C", "C", "O", "C", "H", "H", "H", "H", "H", "H", "H", "H", "H", "H", "H", "H", "H", "H", "H", "C", "O", "C", "C", "N", "C", "C", "O", "C", "H", "H", "H", "H", "H", "H", "H", "H", "H", "H", "H", "H", "H", "H", "H", "C", "O", "C", "C", "N", "C", "C", "O", "C", "H", "H", "H", "H", "H", "H", "H", "H", "H", "H", "H", "H", "H", "H", "H"], "positions_angstrom": [[3.236, 3.554, 0.963], [2.064, 4.474, 0.932], [1.264, 4.591, 1.820], [1.978, 5.108, -0.260], [1.836, 6.521, -0.270], [0.428, 6.963, 0.103], [-0.566, 6.174, -0.730], [-2.022, 6.336, -0.315], [-2.948, 5.308, -1.004], [-3.309, 4.138, -0.092], [-2.191, 3.130, 0.185], [-2.004, 2.099, -0.939], [-0.337, 1.854, -1.537], [0.490, 1.772, -0.326], [0.056, 2.966, -2.392], [-0.391, 0.544, -2.236], [4.172, 4.092, 1.070], [3.086, 2.829, 1.752], [3.188, 3.003, 0.026], [2.617, 7.031, 0.296], [1.985, 6.804, -1.309], [0.261, 6.817, 1.166], [0.357, 8.036, -0.082], [-0.314, 5.121, -0.741], [-0.481, 6.507, -1.766], [-2.336, 7.333, -0.632], [-2.143, 6.291, 0.767], [-2.453, 4.978, -1.916], [-3.857, 5.833, -1.292], [-3.646, 4.558, 0.855], [-4.124, 3.585, -0.558], [-1.253, 3.606, 0.453], [-2.491, 2.568, 1.068], [-2.642, 2.291, -1.798], [-2.292, 1.125, -0.557], [-2.856, 0.944, 5.296], [-3.040, 0.637, 3.933], [-2.177, -0.389, 3.442], [-2.962, -1.628, 3.078], [-3.502, -2.287, 4.266], [-4.455, -3.350, 3.973], [-5.765, -2.971, 3.290], [-6.630, -2.181, 4.086], [-6.401, -0.784, 4.031], [-3.472, 1.814, 5.520], [-3.167, 0.120, 5.949], [-1.812, 1.192, 5.509], [-1.391, -0.620, 4.166], [-1.697, -0.003, 2.539], [-2.309, -2.324, 2.550], [-3.758, -1.317, 2.386], [-3.961, -1.594, 4.844], [-4.709, -3.827, 4.925], [-3.952, -4.107, 3.363], [-6.309, -3.900, 3.095], [-5.603, -2.496, 2.316], [-6.015, -0.473, 3.058], [-5.710, -0.456, 4.813], [-7.356, -0.287, 4.203], [1.363, -6.721, -1.733], [1.386, -5.390, -2.197], [0.561, -5.151, -3.333], [-0.601, -4.251, -2.979], [-1.537, -4.944, -2.100], [-2.574, -4.091, -1.526], [-2.141, -2.971, -0.588], [-1.585, -3.409, 0.640], [-0.196, -3.678, 0.624], [2.117, -6.807, -0.952], [0.390, -6.991, -1.307], [1.608, -7.426, -2.535], [0.209, -6.095, -3.761], [1.177, -4.649, -4.083], [-1.119, -3.958, -3.897], [-0.192, -3.343, -2.518], [-1.014, -5.364, -1.343], [-3.251, -4.747, -0.971], [-3.156, -3.651, -2.342], [-3.041, -2.412, -0.316], [-1.469, -2.251, -1.070], [0.330, -3.046, -0.094], [0.010, -4.731, 0.406], [0.191, -3.467, 1.622], [4.097, 1.594, -3.142], [3.939, 0.941, -1.901], [3.129, -0.227, -1.960], [3.975, -1.450, -1.680], [4.918, -1.702, -2.766], [5.926, -2.710, -2.470], [6.925, -2.417, -1.356], [7.820, -1.357, -1.640], [7.346, -0.059, -1.322], [4.612, 2.535, -2.950], [4.702, 1.002, -3.843], [3.127, 1.813, -3.596], [2.618, -0.306, -2.922], [2.362, -0.133, -1.188], [3.325, -2.322, -1.564], [4.489, -1.276, -0.723], [5.388, -0.834, -2.993], [6.499, -2.874, -3.388], [5.418, -3.653, -2.243], [7.551, -3.307, -1.237], [6.433, -2.253, -0.390], [6.670, -0.072, -0.464], [6.841, 0.407, -2.170], [8.213, 0.554, -1.074]], "forces_ev_per_a": [[-0.605, -0.672, -0.230], [-0.161, -0.343, 0.166], [-0.010, 0.495, 0.119], [0.935, 0.222, -0.008], [-0.837, 0.416, -0.402], [0.262, -0.151, 0.148], [-0.384, 0.223, 0.073], [-0.075, 0.095, -0.587], [0.344, 0.404, 0.488], [0.362, -0.027, -0.412], [-0.223, -0.104, -0.047], [-0.092, 0.125, 0.115], [1.281, -1.580, -0.091], [-0.251, 0.155, 0.090], [-0.571, 0.198, -0.068], [-0.278, 1.032, 0.296], [0.102, 0.083, -0.091], [0.160, 0.020, 0.303], [0.362, -0.042, -0.200], [0.062, -0.231, 0.360], [0.165, -0.119, -0.186], [-0.080, -0.141, 0.155], [-0.098, 0.147, -0.101], [0.215, -0.189, 0.065], [0.046, -0.083, -0.205], [-0.098, 0.198, 0.194], [0.066, -0.074, 0.159], [-0.040, -0.223, -0.169], [-0.221, -0.100, -0.112], [-0.248, -0.032, 0.104], [-0.318, -0.027, 0.171], [0.167, 0.120, -0.062], [0.074, -0.018, 0.220], [0.019, 0.172, -0.189], [0.055, -0.244, -0.077], [-0.039, 0.039, -0.096], [-0.017, -0.085, 0.195], [0.037, 0.087, -0.343], [-0.102, 0.029, 0.224], [-0.061, 0.071, -0.109], [0.096, 0.027, 0.238], [-0.065, -0.242, -0.114], [0.050, 0.092, -0.028], [-0.141, -0.049, 0.105], [-0.007, 0.005, -0.022], [0.082, -0.004, 0.038], [0.004, -0.014, 0.042], [-0.061, -0.021, 0.080], [0.033, 0.013, 0.026], [-0.045, -0.019, -0.057], [0.097, 0.011, -0.110], [0.009, 0.011, 0.020], [-0.035, -0.048, -0.029], [-0.001, 0.035, -0.060], [-0.018, 0.012, 0.010], [0.055, 0.097, 0.051], [0.063, 0.001, 0.010], [0.078, 0.049, -0.083], [-0.014, -0.025, -0.018], [0.051, 0.099, 0.030], [-0.039, -0.169, 0.067], [0.105, 0.227, -0.214], [0.000, -0.064, 0.265], [0.029, 0.061, -0.045], [-0.001, -0.258, 0.113], [-0.117, 0.386, -0.080], [0.054, -0.239, -0.044], [-0.046, 0.008, 0.149], [0.005, 0.028, 0.000], [-0.003, -0.072, -0.062], [-0.031, -0.035, 0.009], [-0.051, -0.027, 0.072], [0.018, -0.017, 0.011], [-0.021, 0.023, 0.012], [0.024, 0.068, -0.146], [0.003, 0.007, 0.031], [-0.047, 0.043, 0.002], [0.044, 0.043, -0.021], [0.006, 0.007, 0.005], [0.044, -0.049, -0.036], [0.013, -0.005, -0.044], [0.052, 0.026, -0.103], [-0.013, 0.036, -0.006], [-0.087, 0.062, 0.115], [0.246, 0.094, -0.195], [-0.247, -0.101, 0.375], [0.123, 0.084, -0.130], [0.070, -0.064, 0.156], [-0.027, 0.147, -0.220], [0.075, -0.275, 0.058], [-0.057, 0.087, 0.048], [0.174, -0.005, -0.079], [0.004, 0.013, 0.021], [-0.066, 0.005, -0.055], [0.003, 0.007, -0.025], [0.033, 0.008, -0.017], [-0.056, 0.068, -0.096], [0.002, -0.048, -0.002], [-0.112, -0.052, 0.067], [-0.055, 0.029, -0.043], [0.036, -0.054, 0.028], [-0.029, -0.015, 0.061], [0.019, 0.019, -0.002], [-0.058, 0.108, -0.043], [-0.064, -0.004, -0.032], [-0.112, 0.015, 0.068], [0.020, -0.031, 0.015]], "e_lumo_ev": 2.479, "spin_multiplicity": 1, "total_charge": -1, "homo_ev": -5.30}

---

Per-record electronic energy, a.u.: -4296.09911; -2495.29592